Here is the ion CH5N2S with charge +1 from OMol25. Energies are from wB97M-V/def2-TZVPD.

Computed properties:
Gap between HOMO and LUMO   10.42 eV
F_max   0.084 Eh/bohr
Energy relative to the best compared isomer or geometry (same formula, charge and spin)   63.37 kJ/mol
Charge   +1
Energy   -14925.8091 eV
HOMO   -0.5419 Eh
SMILES   N/C=[NH+]/S
Molecular weight   77.13 u

Geometry as XYZ:
```
9
Properties=species:S:1:pos:R:3:forces:R:3
N -1.4907 -0.2023 -0.1096 -0.412 3.267 0.298
C -0.2219 -0.3877 0.0298 -2.013 -3.125 -2.246
N 0.6687 0.4981 -0.1806 1.350 2.743 -1.080
S 2.2336 -0.0800 0.0022 1.741 0.178 0.260
H -2.1441 -0.9043 -0.1361 -1.420 -2.278 0.138
H -1.9123 0.7244 -0.2011 0.384 -0.262 0.065
H 0.0488 -1.4850 -0.0571 0.186 1.439 1.093
H 0.5757 1.4749 -0.6045 -0.507 -1.847 1.096
H 2.2423 0.3619 1.2571 0.690 -0.116 0.377
```
Forces are in eV/Å.